C22H38BF2N4O31S6 | ωB97M-V/def2-TZVPD

Each atom is followed by the atoms it is bonded to, with distances in Å.
Cartesian coordinates (Å):
1 O -9.7646 -0.1246 1.9007  C18 1.426, S25 1.631
2 O 1.4861 -1.8523 -2.7929  S60 1.444
3 S 0.3532 5.2989 -1.3834  O7 1.631, O31 1.444, O64 1.630, O90 1.446
4 O 0.3184 -1.5783 -0.5534  S60 1.446
5 F -1.9491 -4.8301 6.5326  C92 1.509
6 O 2.2563 -3.6786 5.9331  C29 1.335
7 O -1.1745 5.3598 -1.9514  S3 1.631, C94 1.426
8 C 3.6972 3.7922 1.6133  O15 1.427, H16 1.093, C28 1.526, H104 1.095
9 H 3.0437 -3.0438 -5.1365  C83 1.095
10 H -0.0443 8.2524 -3.0517  C35 1.093
11 O -3.1337 -3.8392 1.9939  C21 1.469, C69 1.466
12 O 6.2283 2.4155 -2.7764  S50 1.631, C100 1.426
13 H -2.2036 6.6438 -3.2236  C94 1.093
14 N -1.4592 -2.0742 3.8606  C47 1.544, H71 1.059, C72 1.543
15 O 2.2770 3.7137 1.5034  C8 1.427, S23 1.630
16 H 4.0165 4.8349 1.6911  C8 1.093
17 H -2.3857 -1.2660 0.7749  N80 1.064
18 C -8.9374 -1.2816 1.8016  O1 1.426, H44 1.095, C54 1.526, H79 1.093
19 O 3.3726 2.0089 0.1246  S23 1.631, C28 1.426
20 C 5.0827 2.5622 -4.8179  O68 1.427, H91 1.093, H97 1.095, C100 1.526
21 C -2.1632 -4.5857 2.8056  O11 1.469, C56 1.639, O85 1.363
22 O 0.0839 -5.7836 5.6416  C92 1.335
23 S 1.8714 2.3984 0.6296  O15 1.630, O19 1.631, O43 1.444, O98 1.446
24 H 3.1220 -3.7326 1.5388  O81 1.021
25 S -8.8195 1.2048 1.8914  O1 1.631, O74 1.630, O76 1.446, O96 1.444
26 H 2.0409 -3.5473 -7.9997  C70 1.095
27 O 2.0110 -0.3408 -8.1956  S37 1.446
28 C 4.2414 3.1149 0.3584  C8 1.526, O19 1.426, H55 1.093, H63 1.095
29 C 1.1258 -2.9925 6.1173  O6 1.335, N78 1.511, F88 1.511
30 H 3.9987 -3.6012 -6.5386  C83 1.093
31 O 1.0270 4.1817 -2.0034  S3 1.444
32 H 1.3718 -4.2145 -6.4847  C70 1.093
33 H -1.7718 7.2901 -1.6163  C94 1.095
34 O 6.2039 4.8924 -2.4795  S50 1.446
35 C -0.0891 7.1618 -2.9888  H10 1.093, O64 1.427, C94 1.526, H95 1.095
36 H -3.8622 -2.3785 4.9199  C99 1.188
37 S 1.9805 -0.8632 -6.8476  O27 1.446, O45 1.630, O53 1.631, O67 1.444
38 O -1.0046 -1.7215 -2.6636  C42 1.426, S60 1.631
39 H 4.9402 0.9040 -3.3949  C100 1.093
40 H -0.4187 0.5693 -4.0997  C61 1.095
41 O 3.3646 -1.4357 2.3578  B59 1.506, C62 1.471
42 C -1.7864 -0.5399 -2.8228  O38 1.426, H58 1.093, C61 1.526, H65 1.095
43 O 1.4120 1.3695 1.5334  S23 1.444
44 H -8.7591 -1.4793 0.7393  C18 1.095
45 O 3.4002 -1.6113 -6.5600  S37 1.630, C83 1.427
46 H -2.9019 0.0011 2.0219  N80 1.049
47 C -0.2247 -2.9931 3.9842  N14 1.544, C56 1.637, N78 1.511, C102 1.673
48 H 0.4770 -1.5856 1.3280  N89 1.061
49 O 0.3289 0.2847 -2.2114  S60 1.630, C61 1.427
50 S 6.6637 3.8642 -3.3865  O12 1.631, O34 1.446, O68 1.630, O75 1.444
51 H 2.7671 0.4635 3.2337  C62 1.193
52 H -7.7563 -0.9758 3.6024  C54 1.095
53 O 1.0354 -2.1926 -6.8383  S37 1.631, C70 1.426
54 C -7.6411 -0.9084 2.5158  C18 1.526, H52 1.095, O74 1.427, H82 1.093
55 H 5.2727 2.7758 0.4820  C28 1.093
56 C -0.5771 -4.1891 2.9237  C21 1.639, C47 1.637, H93 1.193, H101 1.178
57 H -5.5774 -3.1038 4.6317  C99 1.192
58 H -2.4901 -0.6519 -3.6512  C42 1.093
59 B 2.2732 -2.4006 2.7404  O41 1.506, O81 1.501, C102 1.642
60 S 0.4194 -1.3256 -1.9737  O2 1.444, O4 1.446, O38 1.631, O49 1.630
61 C -0.7759 0.5782 -3.0648  H40 1.095, C42 1.526, O49 1.427, H84 1.093
62 C 3.5525 -0.4188 3.4034  O41 1.471, H51 1.193, H73 1.171, H87 1.190
63 H 4.1794 3.7821 -0.5079  C28 1.095
64 O 0.8898 6.6758 -2.0718  S3 1.630, C35 1.427
65 H -2.3418 -0.3748 -1.8936  C42 1.095
66 H 4.1812 2.4230 -2.8431  C100 1.095
67 O 1.6447 -0.0559 -5.6979  S37 1.444
68 O 5.6768 3.8523 -4.6841  C20 1.427, S50 1.630
69 C -4.2642 -3.3272 2.7735  O11 1.466, O86 1.363, C99 1.636
70 C 1.8626 -3.3496 -6.9374  H26 1.095, H32 1.093, O53 1.426, C83 1.526
71 H -1.4542 -1.4605 4.7235  N14 1.059
72 C -1.2670 -1.2768 2.5532  N14 1.543, N80 1.401, N89 1.513
73 H 4.6151 0.0724 3.4250  C62 1.171
74 O -7.3998 0.4567 2.1790  S25 1.630, C54 1.427
75 O 8.0299 3.7741 -3.8468  S50 1.444
76 O -8.7890 1.7272 0.5433  S25 1.446
77 H -4.1580 -4.3030 4.9480  C99 1.182
78 N -0.2142 -3.2583 5.4721  C29 1.511, C47 1.511, C92 1.510
79 H -9.4282 -2.1465 2.2542  C18 1.093
80 N -2.2710 -0.7781 1.7135  H17 1.064, H46 1.049, C72 1.401
81 O 2.5744 -3.8304 2.3955  H24 1.021, B59 1.501
82 H -6.8013 -1.5332 2.2003  C54 1.093
83 C 3.1589 -2.9764 -6.2231  H9 1.095, H30 1.093, O45 1.427, C70 1.526
84 H -1.1870 1.5639 -2.8311  C61 1.093
85 O -2.5387 -5.7164 3.4673  C21 1.363
86 O -5.2847 -2.7730 2.0606  C69 1.363
87 H 3.3245 -0.8285 4.4971  C62 1.190
88 F 1.2154 -1.8292 7.0771  C29 1.511
89 N 0.2117 -1.1478 2.2572  H48 1.061, C72 1.513, C102 1.544
90 O 0.3105 5.4974 0.0484  S3 1.446
91 H 4.0929 2.6439 -5.2750  C20 1.093
92 C -0.6227 -4.6673 5.8314  F5 1.509, O22 1.335, N78 1.510
93 H -0.2418 -3.7948 1.8489  C56 1.193
94 C -1.4306 6.6701 -2.4520  O7 1.426, H13 1.093, H33 1.095, C35 1.526
95 H 0.1231 6.7319 -3.9730  C35 1.095
96 O -9.1553 2.0121 3.0411  S25 1.444
97 H 5.7297 1.9540 -5.4582  C20 1.095
98 O 1.1089 2.8370 -0.5181  S23 1.446
99 C -4.4221 -3.2889 4.4017  H36 1.188, H57 1.192, C69 1.636, H77 1.182
100 C 5.0189 1.9938 -3.4028  O12 1.426, C20 1.526, H39 1.093, H66 1.095
101 H 0.0489 -5.1699 3.1053  C56 1.178
102 C 0.8883 -1.8673 3.4436  C47 1.673, B59 1.642, N89 1.544, H103 1.193
103 H 0.9408 -0.9605 4.2174  C102 1.193
104 H 3.9994 3.2511 2.5158  C8 1.095

Output
Energy in eV: -163963.4713
Lowest unoccupied orbital energy in eV: -5.525
Strongest force on any atom in eV Å⁻¹: 10.2
Net charge: +1
Kohn-Sham gap in eV: 6.88